# 1
A structure of composition C49H43BClFN11O6Sr. Source: the OMol25 dataset; level of theory: the ωB97M-V functional and the def2-TZVPD basis.

## Properties
Total charge: -2
Kohn-Sham gap (spin up / spin down) (eV): 3.691 / 4.368
2S+1: 2

Last column: Mulliken charge in e.
Cartesian coordinates (Å):
C (0.872, 0.498, -5.411)  -0.741
N (-1.751, -2.595, 0.068)  1.165
B (-1.313, -1.833, 2.521)  -0.408
O (0.156, -2.741, -1.272)  1.038
C (-1.191, -3.796, 4.211)  -0.141
H (3.172, 0.067, 0.294)  -0.165
H (-2.936, 2.392, -0.308)  0.316
N (-1.945, -0.368, 2.435)  -0.249
C (1.212, -3.312, -1.696)  -0.105
H (-1.450, -3.874, -2.438)  -0.755
H (2.316, 7.026, 2.503)  0.302
C (0.145, 4.585, -0.376)  -0.567
C (-2.473, 2.730, 0.642)  -1.490
Sr (-0.578, -0.595, -0.349)  0.970
H (3.721, -0.926, -1.355)  -0.178
C (1.182, -4.642, -2.168)  -0.917
H (-2.891, -2.780, -2.514)  -0.665
N (-2.290, -2.063, 4.922)  -1.482
C (-1.871, -1.101, -3.471)  -0.894
N (0.262, -1.732, 2.385)  0.086
H (0.737, 7.250, 0.460)  0.199
C (-3.415, -2.027, -1.962)  -0.997
C (2.485, -2.696, -1.737)  0.705
C (3.149, 6.639, 1.876)  -0.956
C (-1.174, -0.560, -6.153)  -0.998
H (4.592, -2.853, -2.228)  0.386
C (3.633, -3.358, -2.212)  -1.203
C (2.139, 4.480, 1.093)  -0.728
H (-2.538, -1.934, 7.737)  0.271
O (-1.505, 1.543, -1.089)  -0.385
H (3.247, -1.645, -0.290)  -0.670
H (2.999, 8.224, 0.404)  0.385
C (-3.915, -2.155, -4.268)  -0.494
C (-2.709, 0.306, 3.338)  0.003
C (-2.479, -3.704, -2.058)  0.031
C (2.926, 7.115, 0.459)  -0.978
N (0.197, -0.027, -2.779)  1.378
C (1.343, 0.610, -3.098)  -0.882
H (0.946, -2.350, 4.357)  0.442
H (-3.107, -4.178, 2.516)  0.424
H (4.107, 7.020, 2.292)  0.351
O (-2.040, 3.538, -1.619)  -0.864
F (4.787, 2.298, 3.456)  -0.377
H (-0.553, 5.212, -0.916)  0.670
H (4.768, 4.903, 3.245)  0.414
C (2.928, 2.354, 1.965)  -0.245
C (-4.275, -2.430, -2.957)  -1.310
H (-1.440, 3.081, 0.441)  -0.074
Cl (4.935, -5.482, -3.245)  -0.308
H (0.226, -5.166, -2.160)  0.486
C (-2.442, -3.553, -0.574)  1.039
C (2.684, -1.292, -1.273)  0.244
O (-2.693, -0.380, 0.011)  -0.553
H (-3.733, -5.191, 0.154)  0.443
C (1.722, 0.894, -4.390)  -1.524
H (0.490, 6.772, -1.999)  0.406
H (-3.638, -2.211, -0.915)  1.052
C (1.483, 6.975, -1.556)  -1.399
N (-1.929, -2.744, 1.378)  -0.444
C (3.924, 3.011, 2.691)  -0.284
H (1.963, 0.893, -2.253)  0.704
C (1.530, 6.658, -0.046)  0.149
C (-2.309, -2.992, 5.895)  0.680
H (-2.861, -3.710, 7.846)  0.318
H (-0.609, -4.439, 3.562)  0.517
C (-3.030, 1.548, 2.839)  -1.991
H (3.374, -1.931, 3.394)  0.457
C (4.013, 4.402, 2.652)  -0.855
C (-1.620, -4.107, 5.480)  -1.359
H (-0.917, -0.358, -7.190)  0.345
O (1.824, -0.547, -0.827)  0.891
H (2.653, 1.409, -4.597)  0.439
N (1.275, 5.230, 0.231)  0.315
H (1.150, 0.711, -6.441)  0.357
C (2.312, -5.317, -2.645)  -0.884
N (0.932, -1.332, 1.307)  0.867
C (-0.658, -0.429, -3.761)  -0.448
C (-3.091, -4.341, 0.345)  -1.904
N (-1.612, -2.547, 3.894)  1.152
C (-1.284, 2.760, -1.061)  1.291
N (-2.252, -1.385, -2.194)  1.410
H (-4.066, -2.622, 7.052)  0.269
C (3.114, 5.139, 1.872)  0.938
C (0.929, 2.435, 0.416)  -0.789
H (-5.200, -2.943, -2.722)  0.480
C (2.437, -1.798, 2.869)  -2.102
H (-4.578, -2.464, -5.072)  0.368
H (1.688, 8.055, -1.724)  0.404
H (-3.624, 2.315, 3.317)  0.402
H (3.735, 6.683, -0.174)  0.352
H (2.244, 6.378, -2.103)  0.322
H (-1.451, -5.026, 6.026)  0.364
H (-3.009, -1.517, -6.690)  0.362
H (-3.046, -0.019, 4.301)  0.405
H (4.318, -1.102, 1.061)  0.163
C (3.312, -0.990, 0.604)  -0.098
H (-3.068, 3.573, 1.054)  0.003
H (2.864, 1.275, 2.034)  0.760
C (1.168, -2.017, 3.354)  -0.165
H (-3.118, -4.566, -2.346)  0.469
C (2.248, -1.369, 1.578)  0.456
C (-2.361, -1.218, -5.869)  -1.021
H (2.213, -6.339, -2.992)  0.420
O (0.769, 1.306, 0.420)  0.627
N (-1.790, 0.438, 1.385)  0.988
C (-0.327, -0.167, -5.114)  1.580
C (-2.984, -2.805, 7.213)  -1.262
C (-0.070, 3.246, -0.333)  -0.286
C (-2.752, -3.806, 1.566)  -0.230
C (3.534, -4.666, -2.663)  0.056
C (-2.712, -1.489, -4.544)  0.887
C (2.025, 3.080, 1.169)  0.656
C (-2.434, 1.594, 1.608)  0.990

***

# 2
A structure of composition C19H26N7O4PdS3. Source: the OMol25 dataset; level of theory: the ωB97M-V functional and the def2-TZVPD basis.

## Properties
Total charge: +1
Kohn-Sham gap (eV): 7.903

Last column: Mulliken charge in e.
Cartesian coordinates (Å):
H (5.192, -3.271, 2.954)  0.387
H (0.385, -2.638, 0.771)  0.567
N (1.227, -1.277, -4.932)  -0.364
H (1.923, 2.646, -0.183)  0.312
O (1.226, 0.861, -2.126)  -0.851
S (0.666, 1.379, 3.634)  1.165
C (2.087, -2.377, 3.419)  -0.767
C (-3.415, 2.344, -3.867)  0.759
H (-2.902, -0.416, 3.159)  0.493
C (4.201, -3.426, 2.527)  -1.527
H (-0.942, -1.381, 1.998)  0.119
C (1.274, -1.277, 3.657)  -0.738
C (-3.892, 0.103, 1.327)  -0.784
H (-1.900, 3.658, -3.766)  0.246
H (1.772, 1.001, 0.359)  -0.151
H (3.257, 1.134, 2.344)  0.444
S (-1.335, -0.717, -4.740)  -0.377
C (0.181, -1.190, -4.131)  0.760
O (-0.682, 0.872, 3.607)  -0.565
H (1.313, -2.487, -0.726)  0.511
H (1.765, -3.358, 3.747)  0.357
O (-0.674, 1.850, -1.457)  -0.836
Pd (-2.278, -0.399, -2.697)  0.603
N (-4.181, 3.150, -4.611)  -0.423
H (-5.052, 2.809, -4.977)  0.211
N (-0.666, -1.310, -1.984)  -0.172
C (-2.872, -0.437, 2.079)  -0.424
H (1.152, -0.963, -5.885)  0.214
H (-4.543, 0.533, -0.693)  0.455
H (1.338, 3.271, 2.682)  0.291
H (-0.590, 1.575, 1.216)  -0.292
H (-4.764, 0.542, 1.790)  0.439
C (3.724, -0.959, 2.400)  -0.652
C (1.190, 1.861, 0.024)  0.228
C (-1.769, -0.983, 1.427)  0.194
H (3.783, -4.333, 2.961)  0.379
H (-0.252, 3.244, 0.858)  0.337
C (-3.780, 0.100, -0.060)  -0.242
H (-1.639, 2.248, -2.771)  0.332
C (0.667, -1.957, -0.030)  -1.439
N (-2.231, 2.752, -3.471)  -0.231
C (-1.726, -0.961, 0.051)  0.872
H (1.230, -1.136, 0.424)  0.136
S (-4.089, 0.799, -3.489)  -0.353
H (0.326, -1.390, 4.167)  0.567
C (3.317, -2.237, 2.784)  0.988
C (2.926, 0.147, 2.638)  -0.711
C (0.527, 1.492, -1.300)  0.251
H (4.686, -0.827, 1.919)  0.423
H (2.118, -1.614, -4.604)  0.249
C (1.692, -0.017, 3.254)  0.562
H (4.333, -3.591, 1.456)  0.308
H (1.205, -0.931, -2.463)  0.447
N (0.868, 2.420, 2.416)  -0.157
C (0.220, 2.296, 1.112)  -0.060
C (-0.549, -1.440, -0.715)  -0.192
N (0.423, -1.506, -2.819)  -0.579
H (-3.930, 4.109, -4.784)  0.196
N (-2.729, -0.414, -0.679)  -0.185
O (1.186, 2.025, 4.798)  -0.726

***

# 3
A structure of composition C3H12O3. Source: the OMol25 dataset; level of theory: the ωB97M-V functional and the def2-TZVPD basis.

## Properties
Kohn-Sham gap (eV): 7.623

Last column: Mulliken charge in e.
Cartesian coordinates (Å):
H (-0.930, -1.708, 7.736)  0.292
H (-4.429, -2.192, 4.764)  0.310
C (-1.106, -0.902, 7.022)  -0.862
C (-1.090, 1.006, 4.618)  -0.578
H (-0.451, -0.575, 5.547)  0.721
H (-3.145, -1.098, 4.265)  0.284
H (-0.715, 1.734, 3.899)  0.307
H (-2.097, -0.499, 7.228)  0.230
O (-0.102, 0.046, 4.902)  -0.782
H (-1.932, 0.566, 4.083)  0.066
H (-1.839, -1.894, 5.469)  0.528
O (-2.834, -2.235, 6.019)  -0.566
H (-1.447, 1.554, 5.490)  0.231
C (-3.685, -1.485, 5.130)  -0.657
H (-4.173, -0.697, 5.704)  0.263
H (-0.417, -0.071, 7.174)  0.385
O (-1.056, -1.380, 5.677)  -0.525
H (-3.397, -2.589, 6.712)  0.353

***

# 4
A structure of composition C24H44BiP2. Source: the OMol25 dataset; level of theory: the ωB97M-V functional and the def2-TZVPD basis.

## Properties
Total charge: +1
Kohn-Sham gap (spin up / spin down) (eV): 5.069 / 4.959

Last column: Mulliken charge in e.
Cartesian coordinates (Å):
H (-3.039, -1.283, -2.219)  0.614
H (-0.538, 1.905, -5.581)  0.321
H (-1.894, -0.491, -5.125)  0.467
H (1.267, -0.627, 6.793)  0.299
H (0.116, 1.379, -2.293)  -1.757
H (-1.725, -1.200, 6.531)  0.299
C (-1.814, -0.777, 5.508)  -1.436
H (2.272, 0.160, 5.529)  0.356
H (-0.356, 1.929, 0.891)  0.499
P (-2.091, 0.666, -1.538)  1.237
C (1.008, -0.111, -3.332)  -0.929
C (-0.452, 2.347, -4.575)  -1.282
H (-1.669, -1.636, -3.874)  0.472
H (1.684, 2.496, -5.035)  0.549
H (0.540, 0.898, 2.098)  0.459
C (-3.622, 1.480, -1.335)  -1.501
H (2.315, 4.453, -0.680)  0.395
C (0.662, -1.014, 4.786)  0.355
C (-0.858, -2.343, 3.682)  0.731
P (1.814, 2.184, -0.562)  0.574
H (1.695, -3.571, 1.726)  0.340
H (0.633, 0.808, 5.916)  0.354
C (-0.284, 0.902, 1.368)  -1.320
C (1.382, -1.859, 3.894)  0.665
H (-1.738, 0.325, 5.581)  0.322
C (2.850, -1.971, 3.826)  -1.701
H (-2.049, -3.468, 2.318)  0.357
C (-1.507, 1.950, -3.628)  -1.060
C (0.201, 1.956, -1.349)  0.499
H (1.242, 3.206, -3.520)  -0.036
Bi (0.296, -0.370, -0.572)  1.034
H (1.349, -0.866, -2.603)  1.293
H (-3.015, 0.548, -3.605)  0.956
H (-2.366, -1.562, -0.559)  0.486
H (-3.519, 2.272, -0.611)  0.329
H (-3.979, 1.882, -2.275)  0.528
H (-1.263, 0.637, 1.825)  0.351
H (3.487, 0.554, 0.057)  0.249
H (-2.248, -3.922, 4.030)  0.278
C (0.159, -0.670, -4.410)  -1.250
C (2.648, 3.565, -1.195)  -1.378
H (1.017, -4.710, 2.934)  0.322
H (-0.053, -4.047, 1.658)  0.342
H (-0.668, 3.417, -4.731)  0.439
H (-2.964, -2.405, 3.436)  0.435
H (-0.387, 2.835, -1.666)  0.445
C (0.445, -2.693, 3.220)  0.416
C (1.092, 2.291, -4.123)  -0.494
H (0.426, -1.729, -4.541)  0.439
C (-1.360, -0.601, -4.164)  -1.302
H (2.795, 1.113, -3.498)  0.680
H (-2.799, -1.056, 5.087)  0.357
C (-1.960, 0.598, -3.374)  0.617
H (2.762, -0.164, -1.309)  0.646
C (3.015, 0.799, -0.908)  -1.594
H (-1.369, -1.599, -1.981)  0.655
H (3.219, -2.687, 4.583)  0.276
C (-2.247, -1.117, -1.531)  -2.352
H (0.382, -0.253, -5.401)  0.392
H (2.563, 3.753, -2.240)  0.318
H (-4.261, 0.686, -0.975)  0.450
C (0.796, -3.814, 2.322)  -1.382
C (1.712, 1.046, -3.528)  -0.321
H (3.712, 3.501, -0.993)  0.414
H (3.848, 1.155, -1.496)  0.483
H (-2.210, 2.750, -3.334)  0.247
H (3.155, -2.336, 2.837)  0.360
H (3.327, -0.997, 4.021)  0.426
C (1.241, -0.110, 5.811)  -1.457
C (-2.097, -3.071, 3.343)  -1.715
C (-0.725, -1.314, 4.659)  0.442

***

The records above give, respectively, total energy values of -3561.9727, -2746.2203, -346.9333, -1837.4863 Eh.
The records above give, respectively, maximum force values of 9.47, 0.20, 12.09, 4.93 eV Å⁻¹.